C39H40N6PbSSb2 as an isolated structure. Source: OMol25; level of theory: ωB97M-V/def2-TZVPD.

Computed properties:
DFT total energy in eV: -79177.1183
HOMO-LUMO gap in eV: 7.932
LUMO in eV: -5.1358
Charge: +2
Energy above the lowest of the compared OMol25 structures with the same formula, charge and spin in kJ/mol: 0.0

Atoms and positions in Å:
Pb: -0.28296 -0.87647 -1.51426
N: 0.15268 2.02211 -1.34912
N: -0.45368 2.60598 -0.23710
C: -1.12341 1.90040 0.67634
N: -1.71068 2.59009 1.65271
S: -1.27329 0.19410 0.74018
H: 1.14317 2.26100 -1.36358
H: -0.31952 2.39499 -2.17899
H: -0.52780 3.61571 -0.21960
H: -1.61805 3.58966 1.74244
H: -2.24393 2.09958 2.35101
C: 2.37971 -4.13792 -0.79355
C: 3.61502 -3.51259 -0.13342
C: 4.05847 -2.16673 -0.70925
Sb: 2.70454 -0.55160 -0.30242
C: 3.42462 0.98394 -1.58197
C: 3.36849 0.80218 -2.96327
C: 3.72778 1.83199 -3.82209
C: 4.13246 3.05648 -3.30554
C: 4.18317 3.24728 -1.93180
C: 3.83045 2.21440 -1.06967
C: 3.39372 0.16611 1.56135
C: 4.75516 0.17863 1.85650
C: 5.19762 0.67180 3.07535
C: 4.28437 1.15854 4.00118
C: 2.92871 1.15968 3.70761
C: 2.48270 0.66358 2.48963
Sb: 0.47089 -3.45203 -0.05248
C: -0.81651 -5.08506 -0.41690
C: -1.52149 -5.68594 0.62132
C: -2.43362 -6.69590 0.34240
C: -2.64321 -7.10319 -0.96754
C: -1.94122 -6.50375 -2.00553
C: -1.03213 -5.49258 -1.73177
C: 0.86794 -3.60101 2.00986
C: 0.71685 -2.50638 2.85296
C: 1.06029 -2.61235 4.19476
C: 1.54687 -3.81125 4.69226
C: 1.68948 -4.91033 3.85351
C: 1.35436 -4.80751 2.51234
H: 2.34877 -5.21187 -0.60400
H: 2.40486 -4.00722 -1.87734
H: 4.44124 -4.21554 -0.27002
H: 3.47535 -3.43523 0.94857
H: 4.17900 -2.22191 -1.79329
H: 5.02233 -1.87392 -0.29282
H: 3.05854 -0.15051 -3.38313
H: 3.70103 1.67806 -4.89297
H: 4.41950 3.85668 -3.97448
H: 4.51440 4.19538 -1.52829
H: 3.89682 2.36589 0.00290
H: 5.48099 -0.18286 1.13721
H: 6.25559 0.68001 3.30114
H: 4.63237 1.54148 4.95120
H: 2.21976 1.54379 4.42997
H: 1.42089 0.66378 2.26648
H: -1.35770 -5.38166 1.64930
H: -2.97364 -7.17011 1.15138
H: -3.34881 -7.89502 -1.18055
H: -2.09857 -6.82780 -3.02577
H: -0.49154 -5.03086 -2.55233
H: 0.33235 -1.56829 2.47058
H: 0.94949 -1.75818 4.84996
H: 1.81370 -3.89424 5.73732
H: 2.06246 -5.84748 4.24465
H: 1.46624 -5.67245 1.86746
C: -4.66814 -2.92760 -0.97529
C: -3.33605 -2.62530 -0.77863
N: -2.60788 -1.98960 -1.70512
C: -3.20086 -1.62623 -2.83838
C: -4.55635 -1.80364 -3.09363
C: -5.28687 -2.50620 -2.14356
C: -5.18363 -1.25075 -4.31012
C: -4.93858 -0.05292 -4.84129
C: -4.01610 0.95882 -4.28691
C: -3.14008 1.65632 -5.11415
C: -2.18576 2.44505 -4.50136
N: -2.11920 2.58215 -3.17356
C: -3.08032 1.96571 -2.48491
N: -4.01227 1.16305 -2.96351
H: -5.21706 -3.46620 -0.21616
H: -2.82817 -2.90549 0.13621
H: -2.57203 -1.14746 -3.58346
H: -6.34064 -2.69821 -2.30227
H: -5.91344 -1.88483 -4.80075
H: -5.42291 0.21055 -5.77439
H: -3.16839 1.54496 -6.18905
H: -1.43756 2.96985 -5.08393
H: -3.08942 2.11828 -1.40966



C39H41BN10OPSeTi as an isolated structure. Source: OMol25; level of theory: ωB97M-V/def2-TZVPD.

Computed properties:
DFT total energy in eV: -156483.4649
HOMO-LUMO gap (alpha / beta) in eV: 4.727 / 5.384
Spin multiplicity: 3
LUMO (alpha / beta) in eV: 1.2257 / 1.2224
Charge: -1
Energy above the lowest of the compared OMol25 structures with the same formula, charge and spin in kJ/mol: 542.7

Atoms and positions in Å:
Ti: -1.10514 -0.75671 -1.12910
C: -4.79528 -1.22324 1.24105
N: -3.79317 -1.51764 0.22155
C: -4.11724 -2.62781 -0.42792
C: -3.23087 -3.00822 -1.44990
C: -3.36985 -4.16304 -2.24511
C: -2.25209 -4.28486 -3.04377
C: -1.50158 -3.15043 -2.77945
N: -2.03303 -2.32046 -1.90846
C: -5.42439 0.16642 0.94981
C: -6.61627 0.47475 1.69332
C: -7.27425 1.65588 1.55532
C: -6.80611 2.60181 0.59047
C: -5.75085 2.25538 -0.25411
C: -4.99290 1.08184 -0.03571
H: -4.35768 -1.21162 2.23781
H: -5.66537 -1.93576 1.18385
H: -4.89359 -3.33440 -0.17550
H: -4.24423 -4.73970 -2.28848
H: -2.06545 -4.96183 -3.86179
H: -0.59503 -2.90456 -3.28514
H: -7.00787 -0.25546 2.33418
H: -8.06213 1.98108 2.22227
H: -7.31619 3.61159 0.48153
H: -5.40388 2.91294 -1.05621
H: -4.03396 0.97949 -0.59240
B: 4.59625 1.89516 5.07409
N: 4.91451 2.20849 3.57544
C: 4.76517 2.91292 2.40981
C: 5.36034 2.21272 1.34936
C: 6.06233 1.19423 2.01777
N: 5.88467 1.28709 3.32863
N: 3.30867 2.55270 5.64728
C: 2.88711 2.63983 6.93932
C: 1.69388 3.41595 6.98773
C: 1.55380 3.88238 5.65936
N: 2.53322 3.27011 4.83015
H: 4.41251 0.72158 5.29488
H: 5.52799 2.25318 5.74668
H: 4.23236 3.85653 2.35581
H: 5.40028 2.34748 0.27556
H: 6.77634 0.49037 1.56530
H: 3.39329 2.13366 7.76862
H: 1.05862 3.64037 7.82495
H: 0.82556 4.43640 5.16495
Se: 0.33102 -3.50959 2.00063
N: 0.54393 -2.24762 3.24889
C: -0.05145 -1.12309 2.81403
C: -0.16692 0.10775 3.54975
C: -0.69673 1.16050 2.84198
C: -1.02524 1.07094 1.49293
N: -1.00631 -0.04411 0.75376
C: -0.67445 -1.19489 1.45021
N: -0.83031 -2.39534 0.87252
H: 0.31181 0.22585 4.53524
H: -0.85876 2.13628 3.27162
H: -1.31794 1.96139 0.96161
C: -2.27031 3.53001 -2.63155
P: -2.14915 1.81572 -3.23213
C: -3.76309 1.49962 -4.02921
C: -0.74017 1.84942 -4.34150
O: -1.85226 0.83757 -2.03159
H: -2.94432 4.13668 -3.16442
H: -1.31465 4.08940 -2.75113
H: -2.61641 3.54399 -1.59543
H: -3.93609 2.15297 -4.95157
H: -4.60360 1.58155 -3.31896
H: -3.71192 0.47796 -4.41562
H: -0.84089 2.56291 -5.18050
H: -0.61683 0.84022 -4.74174
H: 0.04902 2.14690 -3.65486
N: 0.63709 -0.98184 -1.55583
C: 1.77849 -1.50068 -1.86165
C: 2.69173 -0.90010 -2.85958
C: 2.75986 0.51702 -3.13998
C: 3.79382 1.01652 -3.91394
C: 4.72540 0.15561 -4.52670
C: 4.52136 -1.21737 -4.46080
C: 3.53761 -1.75083 -3.62833
C: 2.32463 -2.70599 -1.14372
C: 3.72909 -2.77900 -1.01521
C: 4.35615 -3.88242 -0.46988
C: 3.58430 -4.96702 -0.00372
C: 2.21793 -4.94339 -0.16282
C: 1.56912 -3.77694 -0.68651
H: 1.97298 1.16171 -2.71650
H: 3.83866 2.09590 -3.94612
H: 5.53583 0.54290 -5.13913
H: 5.20920 -1.90556 -4.86014
H: 3.48166 -2.83295 -3.52596
H: 4.36276 -1.95457 -1.39659
H: 5.44048 -4.01008 -0.54651
H: 4.08244 -5.75719 0.49907
H: 1.63073 -5.81306 0.11160
H: 0.49214 -3.70030 -0.79783